1.
The following is a DFT calculation (wB97M-V/def2-TZVPD) of one molecule with the formula C3H5NO at a distorted geometry.

Output
Lowest unoccupied orbital energy (eV): 0.90
Largest force on an atom (eV/Å): 1.133
Total energy (Eh): -247.2432
SMILES string: C1=NCOC1
Frontier orbital gap (eV): 10.965
Energy relative to the best compared isomer or geometry (same formula, charge and spin) (eV): 1.742
HOMO level (Eh): -0.3699

Structure (XYZ):
```
10
C3H5NO, DFT wB97M-V/def2-TZVPD
O 0.60 -1.10 -0.13
N 0.50 1.19 -0.48
C -0.69 0.77 -0.39
C 1.20 0.12 0.22
C -0.77 -0.73 -0.14
H -1.26 -1.03 0.80
H -1.49 1.49 -0.27
H -1.29 -1.22 -0.98
H 0.92 0.37 1.25
H 2.28 0.13 0.13
```

Per-atom Mulliken charges, elementary charge units:
1. O -0.366
2. N -0.431
3. C -0.088
4. C -0.240
5. C -0.318
6. H 0.245
7. H 0.368
8. H 0.275
9. H 0.281
10. H 0.273


2.
The following is a DFT calculation (wB97M-V/def2-TZVPD) of one molecule with the formula C5H6O2 at a distorted geometry.

Output
Lowest unoccupied orbital energy (eV): 0.71
Largest force on an atom (eV/Å): 3.384
Total energy (Eh): -344.5053
SMILES string: CC(C)=C1OC1=O
Frontier orbital gap (eV): 10.345
Energy relative to the best compared isomer or geometry (same formula, charge and spin) (eV): 2.628
HOMO level (Eh): -0.3543

Structure (XYZ):
```
13
C5H6O2, DFT wB97M-V/def2-TZVPD
O -3.48 0.80 0.07
O -2.10 -1.15 -0.18
C -1.10 -0.12 -0.12
C 0.91 1.31 -0.09
C -2.49 0.14 -0.06
C 1.07 -1.26 0.03
C 0.23 -0.07 0.01
H 1.81 -1.12 0.98
H 1.69 1.52 -0.84
H 0.13 2.02 -0.24
H 1.49 -1.50 -0.96
H 0.45 -2.02 0.50
H 1.38 1.44 0.88
```

Per-atom Mulliken charges, elementary charge units:
1. O -0.511
2. O -0.430
3. C -0.023
4. C -1.212
5. C 0.616
6. C -0.994
7. C 0.663
8. H 0.290
9. H 0.309
10. H 0.362
11. H 0.278
12. H 0.344
13. H 0.308